(1)
94
Properties=species:S:1:pos:R:3:forces:R:3 method="wB97M-V/def2-TZVPD" total_charge=-1 energy_ha=-4374.6611 molar_mass_g_mol=748.4 fmax_ha_per_bohr=0.009
C -7.5048 6.5021 0.8036 -0.1 0.1 0.0
C 2.2892 -3.9863 -6.2718 -0.1 0.0 0.0
H 1.6024 -3.0771 5.8620 0.0 0.0 0.0
C 3.5721 -2.2723 -3.2872 0.0 0.1 0.0
C -2.7592 -1.1102 0.0949 0.1 0.1 -0.1
H -2.8453 -1.2885 1.1745 0.0 -0.1 0.0
O -7.3622 4.9180 -0.8465 -0.1 0.0 0.0
C -0.5379 -2.7555 -8.0145 0.0 -0.2 -0.1
H -2.8030 -2.0863 -0.4014 0.0 0.1 -0.1
H -4.9946 1.5234 0.2903 0.1 -0.1 0.1
C 2.4086 -3.8054 -0.3431 -0.2 0.3 -0.3
C -8.0379 6.1436 -0.5684 0.0 0.0 0.0
H -9.3451 6.7492 1.8775 0.0 0.0 -0.1
O -0.6837 2.0572 -2.2258 0.0 0.1 0.0
O -5.0783 -1.0135 -0.7616 0.0 0.1 0.0
C -7.0534 4.3266 0.3408 0.1 0.1 0.0
O 4.3072 -3.3475 6.0794 0.1 0.1 -0.1
H -3.4385 1.2682 1.1136 0.0 0.0 0.0
H -0.3718 0.5766 0.9152 0.0 0.1 -0.1
H 8.5085 1.0415 3.8410 0.0 0.0 -0.1
H 0.1293 -1.5879 -0.4693 0.0 0.0 -0.1
H -1.8988 0.4132 -2.6521 0.0 0.1 0.0
O 4.3373 0.7565 3.1580 -0.1 0.0 0.0
H -5.1996 -1.6554 -0.0534 0.0 0.0 0.0
H 7.3786 -0.9656 4.5926 0.0 0.0 0.0
H 7.0318 -0.9429 7.0128 0.0 0.0 0.0
H -6.5304 6.9925 0.7163 0.0 0.0 0.0
O 2.8391 -4.9523 -0.9424 0.0 0.0 0.0
C -2.8111 3.1536 -2.1391 -0.1 0.1 0.2
O -7.2833 5.1983 1.3613 0.0 0.0 0.0
H 3.9175 -1.2638 -3.0605 0.0 0.0 0.0
H 2.1069 -3.7755 2.9275 0.1 0.1 0.0
C -8.4332 7.3108 1.6720 0.0 -0.1 0.1
C 3.8506 -4.6204 6.0699 0.0 0.0 0.0
H -3.6437 0.3105 -1.2760 -0.1 -0.1 -0.1
O 2.7286 -4.7148 5.3376 -0.1 0.0 0.1
O 6.5399 1.2516 3.2353 0.0 0.0 0.0
C 1.6936 -1.9561 -7.0538 0.0 0.0 0.1
H -3.0640 2.7630 -3.1176 0.1 -0.1 0.0
C 0.4530 -2.8094 -6.8826 -0.1 0.1 -0.1
H 4.1003 -2.6359 4.1521 -0.1 0.0 -0.1
C 5.3877 0.6950 3.6959 0.1 0.0 0.1
C -4.3177 0.7702 0.6983 -0.1 0.0 -0.3
H -4.0982 5.0976 0.3291 0.0 0.0 0.0
C -1.2609 3.3455 -0.3055 0.0 0.0 0.0
H -0.0848 -3.1238 -8.9359 0.0 0.1 0.0
C 3.7094 -3.1604 -2.0809 0.0 0.0 -0.1
C -3.7105 3.9714 -1.4630 0.1 0.0 0.1
H 8.4717 0.0234 6.6610 0.0 0.0 0.0
H 2.4469 -4.7038 -2.9523 0.0 0.0 -0.1
O 2.9681 -4.8745 -5.8669 0.0 0.0 0.0
O 1.0406 -4.1237 -6.7669 0.0 0.0 0.1
O 4.3810 -5.5258 6.6361 0.0 0.0 0.0
C 7.5186 1.1634 4.2734 0.0 0.0 0.0
H 0.5909 -3.9060 3.8023 0.0 0.0 0.0
H -0.1683 0.1693 -2.7514 0.0 0.1 0.0
O 5.6231 0.0564 4.8727 0.0 -0.1 0.0
H -7.8060 6.8779 -1.3361 0.1 -0.1 0.0
Ga -0.8836 -0.3489 -0.3013 -0.1 -0.1 0.2
H -4.8486 0.2383 1.4958 0.1 0.1 0.1
H 4.1502 -2.6627 -4.1239 0.0 0.0 0.0
C -0.9512 0.6183 -2.1316 0.1 -0.3 0.0
H 1.2664 -2.3117 3.4517 0.0 0.0 0.0
C -2.1592 4.1683 0.3638 0.0 -0.1 -0.1
C 2.2560 -3.3746 5.0363 0.0 0.1 -0.1
H 6.9245 0.8169 7.0287 0.1 0.0 0.0
H -1.4069 -3.3740 -7.7959 0.0 0.0 0.0
C 3.2868 -4.6047 -2.2609 0.0 0.0 0.0
H -7.9629 7.5463 2.6257 0.0 0.0 0.0
H -8.6939 8.2458 1.1747 0.0 0.0 0.0
O -6.6341 3.2301 0.4614 -0.2 -0.1 0.0
H 7.4853 2.0809 4.8674 0.0 0.0 0.0
C -1.5816 2.8292 -1.5586 -0.2 0.1 -0.1
O 2.6646 -2.6873 -6.2956 0.1 0.1 -0.2
H -0.0339 -2.5863 -5.9298 0.0 0.0 0.0
H 3.4538 -1.5718 5.4200 0.0 0.0 0.1
H 2.0249 -1.9099 -8.0945 -0.1 0.0 0.0
H -4.6694 4.2113 -1.9092 0.0 -0.1 0.0
H -9.1154 5.9563 -0.5496 0.0 0.0 0.0
H 2.5244 -2.2024 -3.5788 0.0 -0.1 0.0
H -0.3024 3.0759 0.1209 -0.1 0.0 0.0
C 1.5166 -3.3365 3.7268 0.0 -0.2 0.1
H 4.0919 -5.2646 -2.5727 0.0 -0.1 0.1
H 4.7243 -3.1155 -1.6709 0.0 0.0 0.0
C 3.5576 -2.6034 5.0991 0.0 0.0 0.0
H 1.5910 -0.9510 -6.6536 0.1 0.0 0.1
C -3.3897 4.4775 -0.2082 0.1 0.0 0.0
H -0.8745 -1.7298 -8.1659 0.0 0.0 0.0
C 7.3903 -0.0343 6.5309 -0.2 0.0 0.1
H -1.9032 4.5469 1.3470 0.0 0.0 0.0
C 7.0437 -0.0373 5.0649 0.1 0.0 0.1
O 2.7997 -2.7334 -1.0618 0.2 0.0 0.2
O 1.7645 -3.7479 0.6487 0.2 -0.4 0.2
C -3.9127 -0.2399 -0.3720 0.1 0.0 0.3

=====

(2)
84
Properties=species:S:1:pos:R:3:forces:R:3 method="wB97M-V/def2-TZVPD" total_charge=+2 energy_ha=-19267.2587 relative_energy_ev=0.126 molar_mass_g_mol=1482.2 fmax_ha_per_bohr=0.037
N -1.4329 -2.0944 4.2897 -0.1 -0.2 0.1
B -1.6822 4.0198 -0.2247 0.2 -0.1 0.0
F -2.6748 -2.5571 -2.9067 0.0 0.0 0.0
B -4.3182 4.0333 1.9384 0.2 -0.3 -0.2
C 0.3680 2.4817 -3.9897 0.0 0.2 0.1
B -2.7632 2.6232 -0.0681 -0.1 0.3 0.2
C 0.0023 -1.5301 -5.4354 0.0 0.2 -0.2
C 3.2762 -0.8341 -0.4911 -0.1 0.1 0.1
H -0.7781 4.1245 -0.9779 0.0 0.0 0.1
H -0.0972 -1.7106 -6.4978 0.0 -0.1 0.0
C 0.2715 1.3506 -2.9971 0.0 -0.2 -1.0
H -2.0742 -1.7970 5.0108 0.0 0.1 0.0
C -0.1755 -5.2137 2.8190 0.0 0.0 0.0
C -5.6576 -1.7413 -1.0571 0.0 0.1 0.0
Br -5.9748 2.2857 -0.3059 0.1 0.0 0.0
B -2.6168 3.8863 2.5155 0.1 0.1 -0.1
H 2.1770 2.2374 -0.6971 0.0 0.0 0.0
H -3.5930 4.2942 -1.9322 0.1 0.0 0.0
C -2.9743 -2.3324 -0.5681 0.0 -0.1 -0.1
C -1.2538 -3.4580 4.0720 0.0 -0.1 0.0
C 4.9166 0.4886 -1.6137 0.1 0.0 0.0
C 0.1077 -0.2161 -4.9556 -0.1 0.0 -0.2
C -1.9358 -4.4040 4.8328 -0.1 0.1 0.1
C 0.1971 -0.0296 -3.5718 0.0 -0.1 -0.2
H 0.5060 -5.5061 2.0319 0.0 0.0 0.0
C -4.8066 -2.0232 -2.1172 0.0 0.0 -0.2
B -4.2833 5.0054 0.4364 -0.2 -0.2 0.1
C 4.5143 -0.7372 -1.1064 0.1 0.0 0.0
B -3.2051 5.4077 1.7731 0.0 0.0 0.3
Cl 0.5986 4.0191 -3.3957 0.0 0.0 0.2
C -0.3689 -3.8492 3.0677 0.0 0.0 -0.1
H -0.6971 -7.2031 3.3846 0.0 0.0 0.0
F -3.4150 -2.0718 1.7256 0.0 -0.2 0.1
Br -2.6282 0.9282 -1.0749 0.1 -0.1 -0.2
H 0.3127 3.0976 -6.0093 0.0 -0.1 -0.1
C -0.8201 -1.1888 3.5429 0.4 -0.1 -0.4
H -1.0148 -0.1480 3.7678 -0.1 0.0 0.0
H -3.3182 6.4380 2.3341 0.0 0.0 0.0
S -1.3455 -2.8140 -0.2319 0.3 1.0 0.0
F -5.9939 -1.4681 1.2467 -0.1 0.0 0.0
C 0.0333 -2.5741 -4.5403 0.0 0.0 0.1
H -2.4144 6.2823 -0.3188 0.0 0.0 0.0
H -5.1205 5.7656 0.1058 0.0 -0.1 0.0
C 0.1220 0.9446 -5.8163 0.0 0.0 0.3
H 4.3937 2.5749 -1.7906 0.0 0.0 0.0
B -1.6570 3.0437 1.2392 -0.5 0.2 0.0
C 0.1555 -2.2855 -3.1856 0.0 0.1 -0.1
C 0.2750 2.2628 -5.3214 -0.1 -0.2 -0.4
N 2.4513 0.2150 -0.4055 -0.4 0.4 -0.3
C -3.4851 -2.3058 -1.8677 0.1 0.0 0.2
H 0.1930 -3.0777 -2.4491 0.0 0.1 0.0
H 5.1536 -1.6087 -1.1760 0.0 0.0 0.1
C 0.2960 -2.8050 2.3192 0.4 0.7 -0.3
F -5.2690 -2.0140 -3.3619 0.0 0.0 0.0
H -0.6377 5.4108 1.6831 0.0 0.0 -0.1
B -4.3974 3.2252 0.3358 0.1 0.0 0.0
Br -0.0884 1.9265 1.7027 0.1 -0.4 -0.3
C 2.8729 -2.0626 0.2136 0.4 -0.6 0.2
F -6.9198 -1.4670 -1.2898 -0.1 0.0 0.0
N 1.7057 -2.1446 0.6849 -1.4 1.3 0.0
C 2.8587 1.4085 -0.8485 0.0 -0.2 0.0
N 1.1923 -3.1366 1.4122 0.4 -0.9 0.1
B -1.5993 4.7975 1.3751 0.4 0.1 0.1
Cl -0.0243 0.7564 -7.4606 0.0 0.0 -0.1
Br -3.6532 0.7835 2.4326 -0.1 0.3 0.0
C -0.8473 -6.1475 3.5700 0.0 -0.1 0.0
B -3.3327 2.5264 1.6192 -0.2 0.3 -0.1
C -2.6490 5.3486 0.1679 0.0 -0.3 0.0
C -1.7271 -5.7400 4.5789 0.0 0.0 0.0
C -5.1802 -1.7447 0.2442 -0.1 0.1 0.1
Tl 0.0014 -0.4578 -0.1018 -0.1 -1.1 1.2
C 4.0900 1.5910 -1.4580 0.0 0.0 0.0
H -0.0408 -3.6012 -4.8701 0.0 0.0 0.0
H 3.6323 -2.8192 0.4128 -0.1 0.0 0.0
O 0.2355 1.5599 -1.8267 0.1 0.3 0.7
Br -5.8405 4.0450 3.1289 0.1 0.0 0.0
C -3.8575 -2.0443 0.4768 0.2 -0.1 -0.2
H -2.2503 -6.4833 5.1664 0.0 0.0 0.0
N 0.0171 -1.4822 2.5742 -0.1 0.0 0.1
N 0.2113 -1.0305 -2.7191 0.2 0.1 0.1
H -2.6233 -4.0829 5.6077 0.0 0.0 0.0
Br -2.1338 3.7274 4.3906 0.0 0.0 -0.1
H 5.8783 0.5881 -2.1021 0.0 0.0 0.0
B -3.3523 4.1340 -0.7855 -0.1 -0.2 -0.2

=====

(3)
71
Properties=species:S:1:pos:R:3:forces:R:3 method="wB97M-V/def2-TZVPD" total_charge=+2 energy_ha=-5224.1116 relative_energy_ev=0.000 molar_mass_g_mol=626.5 fmax_ha_per_bohr=0.009
C 0.4288 -0.3623 -3.9967 0.0 -0.1 0.0
H 0.8980 -0.6528 3.7569 0.0 0.0 0.0
H -2.6982 -2.3352 2.3675 0.0 0.0 0.0
N -1.8148 -0.9152 -0.8854 0.2 -0.1 0.0
H 3.5462 -0.8347 4.7689 0.0 0.0 0.0
C 0.0686 -1.3550 3.7486 0.0 0.0 0.0
N -3.1518 -3.5400 -2.5953 0.0 0.1 0.1
C -2.5786 -0.3092 -1.8059 -0.1 0.1 0.0
C 0.7577 -1.6823 -3.6849 0.0 0.1 -0.1
H 0.9759 -3.8599 0.7622 0.0 0.0 0.0
Ti 0.1668 -0.1660 0.0290 -0.1 -0.3 -0.1
C 3.6670 0.2504 4.7551 0.0 0.0 0.0
H 3.4983 3.2310 3.4071 0.0 0.0 0.0
N -3.2283 -1.1883 -2.5503 0.0 0.0 0.0
C 0.3265 -2.7558 -4.4537 -0.1 0.0 0.0
S 1.7450 -2.0959 -2.2915 -0.2 -0.1 0.2
C 5.5632 -1.3824 -3.0859 0.0 0.0 0.0
H 2.1033 -2.8877 1.7380 0.0 0.0 0.0
C 4.3332 -1.9983 -2.9031 0.0 0.0 0.0
O 1.0222 -1.3450 -1.1204 0.1 0.0 0.0
H 5.7546 0.2236 1.3065 0.0 0.0 0.0
H 5.2310 2.9867 3.6200 0.0 0.0 0.0
C 2.6705 0.4792 1.9474 0.0 0.1 0.0
C -1.8630 -3.0075 2.1771 0.0 -0.1 0.0
O -0.0579 1.3353 -0.9667 -0.1 0.4 -0.2
O -1.2890 3.1237 -1.5329 0.0 0.1 0.0
H -1.8993 3.1385 1.0511 0.0 0.0 0.0
H 6.4892 0.1531 2.9091 0.0 0.0 0.0
Si 4.1388 0.8637 3.0636 0.0 0.0 -0.1
H 4.2105 -3.0536 -3.1125 0.0 0.0 0.0
H 6.6717 0.4392 -2.9284 0.0 0.0 0.0
C 4.3687 2.7050 3.0119 0.0 0.0 0.0
C 3.2685 -1.2322 -2.4432 0.1 0.1 -0.1
H -1.3859 -0.9993 -6.7774 0.0 0.0 0.0
H 4.5490 3.0567 1.9951 0.0 0.0 0.0
H 0.5949 -3.7699 -4.1858 0.0 0.0 0.0
H -0.8142 1.1275 2.3120 0.1 0.0 0.0
H 4.7706 1.7563 -2.0704 0.0 0.0 0.0
C 1.7166 0.2442 1.2179 -0.1 0.0 0.1
H -2.0672 -3.5954 1.2872 0.0 0.0 0.0
C -1.0290 2.5321 0.8107 0.0 0.1 0.0
H -3.2770 -4.2075 -1.8402 0.0 0.0 0.0
H -0.8371 -0.8759 4.1211 0.0 0.0 0.0
C -0.3533 -0.1297 -5.1107 0.0 0.0 0.0
H -2.6606 0.7572 -1.9402 0.0 0.0 0.0
N -1.1136 1.1516 1.3420 0.0 -0.1 0.0
C 1.1224 -3.3590 1.7175 0.0 0.0 0.0
C 5.5797 -0.0629 2.3449 0.0 0.0 0.0
H -2.0800 0.8344 1.3262 0.0 0.0 0.0
C 3.4008 0.1177 -2.1331 0.0 -0.1 0.0
H -0.7894 -3.3206 -6.1955 0.0 0.0 0.0
C -0.8370 2.4244 -0.6883 0.2 -0.3 -0.1
H -1.7364 -3.6682 3.0342 0.0 0.0 0.0
C -0.7866 -1.1961 -5.8984 0.0 0.0 0.0
H -4.0270 -3.3976 -3.0917 0.0 0.0 0.0
H -0.1376 3.0074 1.2227 0.0 0.0 0.0
N -1.9645 -2.2220 -1.0693 0.0 -0.1 0.1
H -0.6195 0.8838 -5.3791 0.0 0.0 0.0
H 0.7757 0.4608 -3.3872 0.0 0.0 0.0
H 2.7424 0.7091 5.1105 0.0 0.0 0.0
As -0.2276 -1.9989 1.9497 0.0 0.1 0.0
H 1.0436 -4.0851 2.5258 0.0 0.0 0.0
H 2.5699 0.6933 -1.7486 0.0 0.0 0.0
N -2.8047 -2.3223 -2.0421 0.0 -0.1 -0.1
C -0.4529 -2.5007 -5.5764 0.1 0.0 0.1
H 6.4049 -1.9562 -3.4475 0.0 0.0 0.0
H 0.2974 -2.2040 4.3920 0.0 0.0 0.0
C 5.7101 -0.0364 -2.7897 0.0 0.0 0.0
C 4.6379 0.7098 -2.3083 0.0 0.0 0.0
H 4.4510 0.5011 5.4728 0.0 0.0 0.0
H 5.4145 -1.1410 2.3807 0.0 0.0 0.0